[1]
The following is a quantum chemistry calculation of a cluster of 2 separate species, CH4NO2Si in total, from OMol25.

```
9
Properties=species:S:1:pos:R:3:forces:R:3:mulliken_charge:R:1
Si -1.1661 -0.4277 0.0059 1.11 0.00 1.58 0.34
O 2.5744 0.5863 0.0706 -0.58 0.51 -0.46 -0.72
O 1.2225 -1.1096 0.2051 -0.46 -0.53 0.06 -0.67
N 1.3913 0.1605 0.0897 1.51 -0.86 0.81 0.80
C 0.2571 0.8347 0.1405 -0.45 3.86 -2.43 -0.47
H -0.9415 -1.1940 -1.2439 -0.54 -0.10 0.01 -0.12
H -2.4603 0.3487 0.0377 0.13 -0.15 -0.35 -0.22
H 0.5432 2.2389 -0.5849 -1.14 -3.91 2.31 0.16
H -1.4207 -1.4377 1.2793 0.42 1.19 -1.53 -0.10
```
Positions in Å, forces in eV/Å.

Calculated values
electronic energy = -535.0701 Ha
charge = -1
Kohn-Sham gap = 7.83 eV
energy above the lowest of the compared OMol25 structures with the same formula, charge and spin = 150.6 kcal/mol


[2]
The following is a quantum chemistry calculation of a cluster of 2 separate species, CH4NO3 in total, from OMol25.

```
9
Properties=species:S:1:pos:R:3:forces:R:3:mulliken_charge:R:1
O -2.3532 0.1942 -1.4715 0.17 -0.05 0.84 -0.68
O 1.3930 -1.1726 0.1975 0.06 -0.16 0.52 -0.72
O -0.5433 -0.2088 0.8774 0.08 -0.01 0.52 -0.76
N 1.2378 1.0956 0.2504 -0.16 0.54 0.04 -0.53
C 0.6589 -0.2231 0.5173 -0.22 0.32 -1.68 0.57
H 0.5249 1.8215 0.2123 0.08 -0.35 0.13 0.24
H -2.4084 -0.1012 -0.5388 -0.10 0.00 -0.46 0.37
H 1.7764 1.1182 -0.6112 0.03 -0.31 0.37 0.20
H -1.4190 0.4388 -1.4311 0.06 0.01 -0.28 0.31
```
Positions in Å, forces in eV/Å.

Calculated values
electronic energy = -321.0667 Ha
charge = -1
Kohn-Sham gap = 8.70 eV
energy above the lowest of the compared OMol25 structures with the same formula, charge and spin = 6.3 kcal/mol


[3]
The following is a quantum chemistry calculation of the ion CH4NO3 with charge +1, from OMol25.

```
9
Properties=species:S:1:pos:R:3:forces:R:3:mulliken_charge:R:1
O -1.4047 -0.2896 0.6451 0.60 -0.68 -0.11 -0.01
O -1.1085 1.3073 -0.8774 0.89 -1.31 1.59 -0.29
O -2.6951 -0.2588 0.1496 -0.23 3.15 -0.57 -0.26
N -0.6316 0.5789 -0.0747 -3.14 0.30 -1.69 0.82
C 0.7451 0.4193 0.2012 2.67 3.19 -0.03 -0.65
H -3.0942 -1.1182 0.1566 0.44 -1.90 0.46 0.38
H 1.0068 -0.3160 0.9456 -0.36 0.03 0.30 0.36
H 1.1350 1.5327 0.3785 -0.73 -2.40 0.19 0.32
H 1.2190 0.2146 -0.7594 -0.13 -0.38 -0.14 0.33
```
Positions in Å, forces in eV/Å.

Calculated values
SMILES string = C[N+](=O)OO
electronic energy = -320.4527 Ha
charge = +1
Kohn-Sham gap (alpha / beta) = 10.17 / 10.17 eV
energy above the lowest of the compared OMol25 structures with the same formula, charge and spin = 94.4 kcal/mol


[4]
The following is a quantum chemistry calculation of a structure of composition CH4NO3, from OMol25.

```
9
Properties=species:S:1:pos:R:3:forces:R:3:mulliken_charge:R:1
O -0.7905 -0.5619 0.0039 0.58 -0.66 -0.19 -0.41
O -2.4555 -0.0362 -0.0086 3.37 0.29 -0.13 -0.08
O 1.2863 -1.3121 -0.1199 0.49 3.15 -0.13 -0.32
N 1.0218 0.9711 -0.2584 -0.21 2.20 0.25 -0.26
C 0.5688 -0.2203 -0.1489 -2.91 -0.66 0.49 0.73
H 0.6034 -1.9408 -0.0638 -1.34 -2.89 0.24 0.34
H 0.2953 1.6965 -0.3352 0.55 -0.37 0.09 0.29
H -2.4949 0.0645 0.9702 0.04 -0.07 -0.13 0.41
H 1.9653 1.3391 -0.0394 -0.57 -1.00 -0.49 0.30
```
Positions in Å, forces in eV/Å.

Calculated values
electronic energy = -320.5398 Ha
charge = +1
Kohn-Sham gap (alpha / beta) = 9.56 / 9.97 eV
energy above the lowest of the compared OMol25 structures with the same formula, charge and spin = 39.8 kcal/mol


[5]
The following is a quantum chemistry calculation of the ion CH4NO3 with charge +1, from OMol25.

```
9
Properties=species:S:1:pos:R:3:forces:R:3:mulliken_charge:R:1
O -0.7035 1.3731 -0.1435 0.19 0.04 0.52 -0.27
O -2.1636 -0.6049 -0.1562 2.07 0.78 -1.55 -0.23
O -0.7597 -0.7713 0.2066 -1.66 -1.05 0.45 -0.05
N -0.1233 0.3853 0.0715 -1.22 1.73 -1.16 0.81
C 1.2933 0.2354 -0.0680 3.64 -0.78 -0.86 -0.69
H 2.0496 0.9177 0.4922 -2.18 -0.49 -1.06 0.34
H 1.5726 -0.7607 0.1968 -0.21 -0.83 0.89 0.36
H -2.6990 -0.8770 0.5840 0.03 -0.53 1.54 0.39
H 1.5336 0.1023 -1.1834 -0.66 1.13 1.24 0.34
```
Positions in Å, forces in eV/Å.

Calculated values
SMILES string = C[N+](=O)OO
electronic energy = -320.4456 Ha
charge = +1
Kohn-Sham gap = 10.92 eV
energy above the lowest of the compared OMol25 structures with the same formula, charge and spin = 98.9 kcal/mol


[6]
The following is a quantum chemistry calculation of the molecule CH4NO3P, from OMol25.

```
10
Properties=species:S:1:pos:R:3:forces:R:3:mulliken_charge:R:1
P -1.4490 -0.8660 -0.2981 2.76 1.54 -2.54 0.61
O -2.0187 0.4181 0.4132 -1.31 -1.50 0.86 -0.41
O -1.4225 -0.1844 -1.8718 0.09 -1.19 2.00 -0.49
O 2.7790 0.5898 0.0269 -3.07 -1.03 -0.49 -0.55
N 0.5367 -0.3177 0.4311 -1.70 -0.22 -0.86 -0.44
C 1.7972 0.1612 0.6657 3.63 0.48 1.58 0.05
H -0.8753 -0.6645 -2.5149 -0.12 0.03 0.28 0.34
H 0.0603 -0.3838 1.3110 0.59 -0.06 0.93 0.32
H 2.1500 0.1049 1.7918 -1.64 -0.10 -1.20 0.19
H -1.5577 1.1425 0.0451 0.77 2.05 -0.57 0.38
```
Positions in Å, forces in eV/Å.

Calculated values
SMILES string = O=CNP(O)O
electronic energy = -662.3087 Ha
charge = 0
Kohn-Sham gap = 8.49 eV
energy above the lowest of the compared OMol25 structures with the same formula, charge and spin = 57.2 kcal/mol


Calculated values (eV Å⁻¹) of max |F| for the records, taken in order: 4.68 1.73 4.15 3.38 3.82 4.06.